Computed, not measured: a structure of composition C51H49BBrEuF2IN3O7P2 at a distorted geometry, with ωB97M-V/def2-TZVPD.

Each line ends with the Mulliken spin population.
Positions of all 118 atoms, in Å:
Eu: 1.18 -1.48 -0.53  4.257
I: -3.49 -0.31 1.65  0.000
Br: 0.67 -4.41 -1.23  0.003
P: 0.22 -4.55 3.28  0.003
P: 3.65 4.65 -2.02  0.000
F: -2.60 -3.13 1.09  -0.001
F: -0.95 -1.76 2.14  -0.003
O: 3.63 -2.31 -0.37  0.000
O: 5.06 4.73 -1.23  0.001
O: 3.01 6.04 -1.50  0.000
O: -9.13 4.46 -3.99  0.003
O: 3.93 5.30 -3.55  0.000
O: -1.28 -1.67 -0.17  -0.003
O: 3.14 -0.78 -1.94  -0.005
N: -0.20 -0.79 -2.48  0.085
N: -4.52 1.62 -3.82  0.231
N: -4.79 0.42 -3.49  0.135
C: -1.36 -6.54 2.19  -0.001
C: 2.48 -4.69 1.71  -0.006
C: -6.75 4.42 -3.74  -0.038
C: 0.48 3.29 1.34  0.056
C: -0.83 -5.98 3.39  0.000
C: -5.63 2.40 -4.07  -0.034
C: 0.82 1.10 0.47  0.616
C: -2.34 -7.54 4.59  0.000
C: 3.54 -6.97 3.00  0.000
C: 1.77 -4.33 5.68  0.000
C: 4.17 -6.35 1.90  0.000
C: -7.98 2.46 -4.56  -0.030
C: 1.88 6.70 -2.19  0.000
C: 2.50 -0.94 2.99  -0.027
C: -6.76 1.78 -4.59  0.073
C: -3.36 -2.21 -1.41  -0.146
C: -0.39 -3.32 7.10  0.000
C: 0.82 -3.43 7.76  0.000
C: -1.35 -6.50 4.56  0.000
C: -10.04 4.17 -5.12  0.002
C: 0.95 2.95 2.54  -0.019
C: -0.43 0.92 -4.11  0.083
C: 2.86 0.05 3.92  0.013
C: 7.11 5.72 -0.36  0.000
C: 3.65 -5.24 1.29  0.003
C: -2.40 -0.16 -3.21  0.054
C: 1.89 -3.90 6.99  0.000
C: 1.81 -5.31 2.77  0.001
C: 4.74 4.55 -4.50  0.000
C: 1.32 0.72 1.68  -0.048
C: -2.84 -8.07 3.39  0.000
C: 1.60 1.73 2.73  0.115
C: 4.02 3.30 -5.02  -0.001
C: -4.18 -1.56 -2.33  0.226
C: 2.33 1.31 3.84  -0.006
C: -1.56 -0.85 -2.35  0.056
C: 0.37 2.37 0.25  -0.061
C: 0.33 -0.07 -3.43  -0.040
C: 5.66 5.98 -0.83  0.000
C: -1.80 0.87 -3.97  0.021
C: -5.54 3.77 -3.75  0.061
C: -2.32 -7.55 2.22  0.000
C: -2.08 -1.62 -1.25  0.097
C: 3.97 -1.42 -1.19  -0.002
C: -3.78 -0.36 -3.00  -0.032
C: 1.41 7.84 -1.27  0.000
C: 2.35 -6.46 3.40  0.000
C: 0.56 -4.24 5.03  0.000
C: -7.93 3.77 -4.15  0.065
C: 1.74 -0.61 1.90  0.079
C: -0.48 -3.64 5.77  0.000
B: -1.95 -1.94 1.17  0.049
H: 2.84 -1.98 3.10  0.000
H: 5.75 4.35 -4.07  0.000
H: 4.17 -4.79 0.43  0.000
H: -1.44 -3.38 5.30  0.000
H: 0.33 8.12 -1.49  0.000
H: 5.04 -1.15 -1.24  0.000
H: 7.70 6.68 -0.49  0.000
H: -6.70 0.73 -4.79  0.013
H: -2.75 -7.85 5.54  0.000
H: -6.91 5.39 -3.31  -0.002
H: -1.05 -6.24 5.55  0.000
H: 1.48 7.56 -0.18  0.000
H: 2.51 2.07 4.62  0.007
H: 3.91 -7.87 3.42  0.000
H: 0.93 -3.26 8.80  0.000
H: -10.66 5.08 -5.26  -0.001
H: 3.57 -0.21 4.72  0.001
H: -3.60 -8.83 3.42  0.000
H: 5.13 6.50 -0.05  0.000
H: 1.74 -6.85 4.28  0.000
H: 2.82 -3.97 7.48  0.000
H: 4.67 2.88 -5.83  0.000
H: 3.07 3.56 -5.51  0.000
H: -0.97 -6.04 1.29  0.000
H: 1.12 5.90 -2.45  0.000
H: 4.85 5.27 -5.29  0.000
H: 2.27 7.15 -3.15  0.000
H: 2.12 -3.74 1.29  -0.004
H: -1.25 -3.13 7.71  0.000
H: -10.63 3.32 -4.94  0.001
H: 0.87 3.65 3.39  0.008
H: 0.11 1.62 -4.70  0.009
H: -2.65 -7.87 1.27  0.000
H: -5.22 -1.84 -2.45  0.033
H: 5.11 -6.74 1.55  0.000
H: 3.81 2.58 -4.22  0.001
H: 5.69 6.65 -1.73  0.000
H: -4.60 4.22 -3.49  0.006
H: -9.46 4.00 -5.99  0.000
H: -0.13 2.66 -0.73  0.020
H: 1.99 8.74 -1.44  0.000
H: -8.94 2.04 -4.83  -0.003
H: -2.49 1.56 -4.46  0.001
H: 2.63 -4.75 5.22  0.000
H: 1.38 -0.07 -3.55  0.003
H: -3.73 -2.89 -0.64  0.010
H: 0.16 4.32 1.23  0.010
H: 7.18 5.43 0.69  0.000
H: 7.64 5.00 -0.98  0.000

Computed properties:
ΔE to the lowest compared entry with this formula, charge and spin ... 0.0 kcal per mole
HOMO (spin up / spin down) ... -0.3 / -2.2 eV
Multiplicity ... 7
Charge ... -2